Record 1
79
Properties=species:S:1:pos:R:3 method="wB97M-V/def2-TZVPD" multiplicity=5 total_charge=+2 homo_lumo_gap_ev="6.28 / 3.49"
Rh -0.1148 0.0957 0.9563
C 3.1459 -0.4770 2.4780
C 3.6381 -0.8893 1.1403
C 4.9679 -0.8255 0.8051
C 5.3920 -1.2013 -0.4671
C 4.4703 -1.6519 -1.4649
C 3.1427 -1.7654 -1.1967
C 2.1596 -2.2507 -2.2239
C 2.7234 -1.4365 0.1377
N 1.3896 -1.5972 0.4443
C 0.7975 -2.7173 0.6284
C 1.5138 -4.0087 0.8019
C -0.7289 -2.7301 0.6088
C -1.4342 -4.0340 0.7635
N -1.3055 -1.6147 0.3970
C -2.7146 -1.5183 0.0969
C -3.5791 -0.9740 1.0406
C -3.0892 -0.5074 2.3866
C -4.9225 -0.8951 0.7021
C -5.3745 -1.3248 -0.5354
C -4.4820 -1.8354 -1.4637
C -3.1321 -1.9466 -1.1660
C -2.1677 -2.5122 -2.1817
H 3.9331 0.0102 3.0473
H 2.7976 -1.3399 3.0536
H 2.2962 0.2027 2.4179
H 5.6814 -0.4632 1.5333
H 6.4434 -1.1323 -0.7195
H 4.8393 -1.9106 -2.4497
H 2.5688 -2.1298 -3.2242
H 1.2166 -1.7080 -2.1712
H 1.9412 -3.3134 -2.0888
H 2.5918 -3.8960 0.7084
H 1.1583 -4.7513 0.0855
H 1.2876 -4.4008 1.7985
H -1.2012 -4.4471 1.7493
H -1.1121 -4.7653 0.0201
H -2.5082 -3.8966 0.6828
H -2.6943 -1.3183 2.9988
H -3.8902 -0.0288 2.9448
H -2.2862 0.2367 2.3054
H -5.6203 -0.4882 1.4239
H -6.4254 -1.2539 -0.7812
H -4.8329 -2.1517 -2.4384
H -2.6168 -2.5112 -3.1725
H -1.8975 -3.5479 -1.9542
H -1.2464 -1.9283 -2.2357
F 1.2933 -0.1991 4.6254
B 0.1327 -0.0668 3.9279
F 0.2101 1.0940 3.0324
F 0.0494 -1.1465 2.9124
F -1.0071 -0.0272 4.6564
C -2.8516 3.0848 4.1170
C -1.7945 4.1393 3.8245
N -2.2234 5.1313 2.8360
C -3.2807 6.0806 3.2337
C -4.6261 5.7717 2.5961
C -1.6765 5.3043 1.6280
O -1.9340 6.2171 0.8600
C -0.6361 4.3184 1.1423
C 0.5913 4.8070 0.7112
C 1.5249 3.9422 0.1631
C 1.1950 2.6115 0.0369
N -0.0052 2.1360 0.4233
C -0.9006 2.9794 0.9702
H -2.4430 2.3275 4.7887
H -3.1853 2.5978 3.1965
H -3.7277 3.5244 4.5944
H -0.8749 3.6630 3.4840
H -1.5400 4.6701 4.7431
H -2.9592 7.0819 2.9570
H -3.3483 6.0359 4.3203
H -4.5581 5.8442 1.5113
H -5.3660 6.4958 2.9379
H -4.9785 4.7750 2.8663
H 0.8000 5.8652 0.8060
H 2.4883 4.2965 -0.1758
H 1.8764 1.9022 -0.4154
H -1.8521 2.5550 1.2692


Record 2
78
Properties=species:S:1:pos:R:3 method="wB97M-V/def2-TZVPD" multiplicity=1 total_charge=+2 relative_energy_ev=3.324 homo_lumo_gap_ev="3.14 / 2.91"
Pt 0.2246 0.4307 -0.2414
C -0.4447 4.5469 -1.8536
C -0.4111 3.3685 -0.9300
O 0.2857 2.3954 -1.2421
C -1.1912 3.4719 0.2625
C -1.4120 2.5503 1.2297
C -2.2623 2.9116 2.4101
N -0.9175 1.2649 1.1963
N -1.1715 0.5463 2.2661
C -0.8510 -0.7568 2.1819
O -0.5080 -1.2767 1.1009
C -0.9296 -1.5479 3.4191
C -1.4210 -0.9918 4.6028
C -1.4587 -1.7538 5.7585
C -1.0095 -3.0677 5.7385
C -0.5235 -3.6262 4.5617
C -0.4851 -2.8698 3.4051
H 0.0938 4.3344 -2.7717
H 0.0142 5.4077 -1.3612
H -1.4800 4.8124 -2.0744
H -1.6809 4.4252 0.4030
H -2.6058 3.9388 2.3387
H -1.6975 2.7747 3.3330
H -3.1188 2.2389 2.4701
H -1.7772 0.0291 4.5999
H -1.8353 -1.3267 6.6789
H -1.0372 -3.6608 6.6445
H -0.1712 -4.6497 4.5576
H -0.1063 -3.2896 2.4816
I 5.2246 -2.4475 1.5518
C 3.9019 -0.8990 1.9655
C 3.9753 -0.1681 3.1399
C 3.0631 0.8545 3.3383
C 2.1187 1.1170 2.3625
N 2.0432 0.4031 1.2340
C 2.9188 -0.5934 1.0428
H 4.7314 -0.3904 3.8811
H 3.0840 1.4484 4.2423
H 1.4098 1.9269 2.4804
H 2.8355 -1.1484 0.1190
C -2.9516 -5.6142 -3.2972
Ge -2.1181 -5.2033 -1.6005
C -0.6428 -6.3778 -1.1259
C -3.3542 -4.9013 -0.1391
C -1.3157 -3.3154 -1.9654
Se 0.2397 -2.9390 -1.0122
C 1.5230 -3.6239 -2.2725
H -3.4004 -6.6076 -3.2384
H -2.2188 -5.6198 -4.1046
H -3.7384 -4.8974 -3.5309
H -1.0454 -7.2993 -0.7041
H 0.0026 -5.9150 -0.3775
H -0.0498 -6.6460 -2.0013
H -3.6272 -5.8578 0.3086
H -4.2635 -4.4231 -0.5035
H -2.9051 -4.2746 0.6333
H -2.0964 -2.6204 -1.6519
H -1.1369 -3.2461 -3.0387
H 1.3525 -4.6916 -2.4116
H 2.5166 -3.4582 -1.8628
H 1.4112 -3.0998 -3.2210
C 2.7584 0.6196 -3.5936
C 1.5054 0.1254 -2.9579
O 1.5664 -0.3542 -1.7992
C 0.2376 0.1719 -3.7082
C -0.9727 0.2022 -3.0184
C -2.1754 0.3001 -3.6910
C -2.1761 0.3355 -5.0842
C -0.9792 0.2630 -5.7876
C 0.2253 0.1938 -5.1060
H 3.5357 0.7310 -2.8432
H 2.5820 1.5668 -4.1014
H 3.0992 -0.1020 -4.3438
H -0.9446 0.1866 -1.9193
H -3.1074 0.3500 -3.1416
H -3.1109 0.4388 -5.6226
H -0.9810 0.2692 -6.8692
H 1.1549 0.1489 -5.6606


Record 3
77
Properties=species:S:1:pos:R:3 method="wB97M-V/def2-TZVPD" multiplicity=5 total_charge=0 relative_energy_ev=0.400 homo_lumo_gap_ev="7.02 / 6.32"
Pt 0.3113 1.2644 0.8704
C -5.1776 -1.3511 -3.5944
C -3.7928 -1.0311 -3.0301
C -2.8409 -2.1836 -3.3813
C -3.2944 0.2614 -3.6925
C -3.8090 -0.8671 -1.5098
C -4.9150 -1.2431 -0.7307
C -4.9298 -1.0986 0.6448
C -3.8080 -0.5638 1.2605
S -3.5394 -0.1831 2.9340
C -1.9766 0.4428 2.5327
N -1.6591 0.3263 1.2745
C -2.6866 -0.2069 0.5097
C -2.6898 -0.3559 -0.8709
C -1.0960 1.1395 3.4618
C -1.3789 1.2417 4.8247
C -0.5334 1.9652 5.6438
C 0.5795 2.5931 5.0924
C 0.8558 2.4906 3.7352
C 0.0270 1.7572 2.8968
H -5.1182 -1.4022 -4.6825
H -5.9042 -0.5792 -3.3333
H -5.5501 -2.3148 -3.2431
H -2.7806 -2.3092 -4.4648
H -3.1893 -3.1217 -2.9446
H -1.8371 -1.9891 -3.0016
H -3.3284 0.1564 -4.7786
H -2.2657 0.4969 -3.4192
H -3.9206 1.1095 -3.4103
H -5.7963 -1.6446 -1.2089
H -5.8017 -1.3808 1.2194
H -1.8117 -0.0557 -1.4288
H -2.2574 0.7595 5.2397
H -0.7406 2.0499 6.7020
H 1.2379 3.1706 5.7296
H 1.7284 2.9925 3.3395
C 4.9351 0.3166 -0.8909
Si 3.3693 1.1963 -0.3255
C 2.9450 2.4235 -1.6660
C 3.8109 2.0571 1.2746
C 1.9734 -0.0456 0.0218
C 2.2866 -0.8666 1.2303
C 3.2828 -1.8418 1.3220
C 3.4577 -2.5106 2.5208
C 2.6466 -2.2059 3.6066
C 1.6736 -1.2387 3.4325
N 1.5017 -0.6035 2.2781
Si 1.2720 -1.1264 -1.3507
C 0.5238 -0.1093 -2.7354
C 2.5903 -2.1957 -2.1656
C 0.0867 -2.3503 -0.5699
H 5.7243 1.0705 -0.9672
H 4.8276 -0.1443 -1.8730
H 5.2797 -0.4414 -0.1869
H 3.7885 3.1080 -1.7898
H 2.0649 3.0225 -1.4347
H 2.7795 1.9293 -2.6245
H 4.6694 2.7149 1.1151
H 4.0741 1.3345 2.0518
H 2.9898 2.6730 1.6372
H 3.9045 -2.0679 0.4676
H 4.2273 -3.2671 2.6101
H 2.7638 -2.7066 4.5573
H 1.0034 -0.9517 4.2369
H 1.3233 0.2606 -3.3806
H -0.0407 0.7590 -2.3938
H -0.1254 -0.7295 -3.3593
H 3.4025 -1.6179 -2.6062
H 2.1066 -2.7522 -2.9745
H 3.0175 -2.9298 -1.4804
H -0.7323 -1.8867 -0.0213
H 0.6435 -2.9747 0.1345
H -0.3396 -3.0126 -1.3275
S -0.3414 5.6577 -1.2743
C 0.0027 4.2606 -0.4203
S -0.7327 2.7497 -0.6741
S 1.0529 4.7070 0.8094


Record 4
73
Properties=species:S:1:pos:R:3 method="wB97M-V/def2-TZVPD" multiplicity=1 total_charge=+1 relative_energy_ev=0.000 homo_lumo_gap_ev=5.95
C 5.8525 -2.5551 -0.0813
C 6.3128 -1.4068 -0.9572
N 5.2015 -0.6580 -1.5030
C 5.5678 0.1708 -2.6327
C 4.3532 0.6836 -3.3815
C 3.4012 1.3782 -2.4213
C 3.1148 0.5385 -1.2184
C 4.0525 -0.4502 -0.7967
C 3.7765 -1.1980 0.3893
C 2.5346 -1.0941 0.9861
C 1.5289 -0.1909 0.5078
C 0.2300 -0.1617 1.0798
C -0.8466 0.6583 0.6681
C -1.8262 1.0149 1.6378
C -2.7134 2.0496 1.4297
C -2.7368 2.7218 0.1723
N -3.6506 3.7111 -0.0647
C -4.8236 3.8259 0.7780
C -4.4653 3.7041 2.2480
C -3.6358 2.4559 2.5306
C -3.8435 4.2181 -1.4086
C -2.5140 4.4091 -2.1093
C -1.7128 3.1113 -2.1141
C -1.8096 2.3357 -0.8378
C -0.9977 1.2335 -0.6312
C 1.9455 0.7206 -0.5063
C 4.8452 -2.0770 0.9588
H 5.4008 -3.3319 -0.7065
H 6.7280 -2.9941 0.4032
H 6.9678 -0.7338 -0.3745
H 6.9100 -1.7740 -1.8011
H 6.1842 1.0207 -2.2872
H 6.2086 -0.4322 -3.2887
H 4.6852 1.3666 -4.1645
H 3.8392 -0.1520 -3.8665
H 3.8354 2.3399 -2.1116
H 2.4636 1.6128 -2.9343
H 2.3212 -1.7126 1.8620
H 0.1249 -0.6275 2.0558
H -1.8248 0.4990 2.6000
H -5.2906 4.7960 0.5660
H -5.5461 3.0324 0.5118
H -3.9043 4.5915 2.5581
H -5.3876 3.6792 2.8337
H -4.3076 1.6181 2.7584
H -3.0533 2.6209 3.4441
H -4.4695 3.5149 -1.9860
H -4.3915 5.1640 -1.3306
H -2.6931 4.7485 -3.1316
H -1.9435 5.1910 -1.5990
H -2.0454 2.4757 -2.9464
H -0.6612 3.3472 -2.3217
H -0.4287 0.8263 -1.4694
H 1.3255 1.5880 -0.7323
H 4.3837 -2.9395 1.4446
H 5.3963 -1.5356 1.7433
C -0.0850 -3.2307 1.2929
C -0.8209 -4.2676 2.1492
N -2.1348 -4.1760 1.5800
C -3.3594 -4.8950 1.7463
C -4.2380 -4.2644 0.6503
N -3.5205 -3.0451 0.3025
C -2.2352 -3.0914 0.7572
N -1.1085 -2.4270 0.5919
H 0.5300 -2.5736 1.9149
H 0.5698 -3.7288 0.5512
H -0.3834 -5.2700 2.1003
H -0.8310 -3.9303 3.1964
H -3.2262 -5.9754 1.6168
H -3.7899 -4.7064 2.7415
H -4.2710 -4.9313 -0.2237
H -5.2547 -4.0546 0.9850
H -3.8095 -2.3812 -0.4043


Record 5
89
Properties=species:S:1:pos:R:3 method="wB97M-V/def2-TZVPD" multiplicity=1 smiles="CCOB(O)[N+]1=C(CN)[C@@](CCOCC(F)(F)C(F)(F)C(F)(F)C(F)F)(C(F)(F)C(F)(F)F)[C@](CCC(C)C)(C[C@@H]2CO2)[C@@H]1c1ccccc1" total_charge=+1 homo_lumo_gap_ev=6.67
C 2.4627 2.4526 5.2021
C 2.7590 1.8653 3.7374
O 1.7792 0.8580 3.3103
B 0.8168 1.4444 2.4039
O 0.1768 2.6993 2.6723
N 0.4709 0.6888 1.1138
C -0.6507 -0.0137 0.8468
C -1.7884 -0.0460 1.9487
N -1.4925 -0.8407 3.1763
C -0.5012 -0.5977 -0.6355
C -1.1099 -2.0079 -1.0949
C -2.3960 -2.5106 -0.2528
O -3.5999 -1.7677 -0.4821
C -4.6812 -2.5321 -1.0275
C -6.1158 -2.2157 -0.4074
F -7.1915 -2.4061 -1.3299
F -6.3342 -3.2105 0.6207
C -6.2772 -0.8012 0.3134
F -5.4076 -0.6275 1.4433
F -7.5993 -0.8141 0.8983
C -6.2522 0.4791 -0.6465
F -5.3907 0.3764 -1.7638
F -5.7356 1.5656 0.1487
C -7.6793 0.9681 -1.1777
F -7.4440 2.2474 -1.8059
F -8.2166 0.1423 -2.2162
C -1.1172 0.4847 -1.6250
F -2.3219 0.0663 -2.3064
F -0.2689 0.8419 -2.7384
C -1.6397 1.8844 -1.0378
F -2.8461 1.7775 -0.2752
F -2.1125 2.5749 -2.2156
F -0.6977 2.7664 -0.5064
C 1.1250 -0.8119 -0.5217
C 1.6976 -1.3731 -1.9151
C 3.0844 -0.8139 -2.4498
C 2.8248 0.1108 -3.7731
C 4.1231 -0.1716 -4.7233
C 2.8473 1.6883 -3.4653
C 1.8215 -1.6830 0.5733
C 0.8527 -2.8796 1.3261
C 1.7316 -3.9393 2.3143
O 1.0825 -4.2888 0.8606
C 1.5136 0.6851 -0.0080
C 2.9378 1.2061 0.3525
C 3.1346 2.7676 0.1554
C 4.4569 3.5008 0.4505
C 5.7051 2.7443 0.9755
C 5.5766 1.2080 1.1454
C 4.2183 0.5064 0.8277
H 1.5723 3.1895 5.2229
H 3.3790 3.0290 5.5785
H 2.2166 1.6498 5.9794
H 3.8249 1.4245 3.7713
H 2.8020 2.6926 2.9351
H 0.4909 3.3014 1.9540
H -2.0601 1.0249 2.2996
H -2.7805 -0.4589 1.5196
H -0.4795 -1.0687 3.2495
H -1.7762 -0.3259 4.0237
H -0.3689 -2.8950 -0.9757
H -1.2971 -2.0971 -2.2345
H -2.4707 -3.6402 -0.4999
H -2.2113 -2.4964 0.8912
H -4.5565 -3.6684 -1.0004
H -4.7492 -2.2605 -2.1522
H -8.4587 1.1635 -0.3741
H 0.9423 -1.3231 -2.7892
H 1.8354 -2.5125 -1.7498
H 3.7883 -0.3323 -1.7013
H 3.6665 -1.7227 -2.8720
H 1.9275 -0.2422 -4.3860
H 4.2104 -1.2906 -4.9928
H 5.1082 0.0901 -4.1782
H 3.9935 0.3987 -5.7017
H 3.6823 2.1934 -4.0612
H 1.8336 2.1593 -3.6863
H 3.1044 1.8190 -2.3615
H 2.2202 -1.1701 1.5186
H 2.6851 -2.3615 0.2135
H -0.2463 -2.5626 1.7039
H 1.5849 -5.0513 2.4665
H 0.9262 -3.6897 3.1384
H 1.2845 1.3688 -0.9168
H 2.2631 3.4179 -0.2281
H 4.4856 4.6422 0.3069
H 6.6332 3.3611 1.1955
H 6.4732 0.6140 1.5194
H 4.1901 -0.6183 0.9583


Record 6
90
Properties=species:S:1:pos:R:3 method="wB97M-V/def2-TZVPD" multiplicity=1 total_charge=+1 homo_lumo_gap_ev=6.58
C -4.7297 -0.6965 0.2180
C -3.2694 -0.5637 -0.3939
C -2.1896 -1.4274 0.4010
Cl -2.9691 -3.0957 0.5349
C -0.8955 -1.6258 -0.4727
N 0.4106 -1.1117 0.1471
C 1.2552 -0.9090 -1.1094
C 2.7651 -0.6072 -0.8621
C 3.5128 -0.0979 -2.1759
N 2.8501 -0.5476 -3.4170
S 1.0464 -2.5349 1.0097
O 1.4655 -3.5788 0.0743
O 0.0131 -3.1897 1.8067
C 2.4566 -2.2707 2.1723
F 3.3852 -3.2594 1.9444
F 3.1487 -1.0996 2.1424
C 2.0208 -2.5088 3.7035
F 0.9946 -1.7158 4.0925
F 1.8567 -3.8146 3.9949
F 3.1172 -2.1038 4.4356
C 0.1899 0.1058 0.9842
C 0.4640 1.5135 0.3444
C -0.5436 1.9934 -0.7818
C -1.5273 3.1425 -0.3432
N -2.7317 3.0473 -1.1882
C -3.6347 4.1947 -0.9274
C -5.0311 3.7641 -0.3306
C -5.7693 2.7308 -1.0378
C -7.0797 2.3472 -0.5120
C -7.5696 3.0282 0.6792
C -6.8111 4.0438 1.4035
C -5.4915 4.4293 0.8856
O -4.7753 5.3994 1.5796
C -1.2118 0.2009 1.7382
C -1.0457 0.6077 3.2744
C -1.6752 2.0222 3.6125
C -0.6057 3.0166 4.1996
F -1.0324 4.3189 4.1714
F -0.3214 2.6113 5.4855
F 0.5942 2.9903 3.5152
O -2.0006 -1.0010 1.7400
H -4.7359 -1.1275 1.2548
H -5.1402 0.3423 0.3189
H -5.3501 -1.2811 -0.5027
H -3.3001 -0.8848 -1.4755
H -3.0147 0.5297 -0.4106
H -0.8077 -2.7133 -0.7552
H -1.0724 -1.1017 -1.4527
H 1.2163 -1.8322 -1.7556
H 0.8399 -0.1171 -1.7841
H 3.2748 -1.5652 -0.5519
H 2.9977 0.1406 -0.0646
H 4.5767 -0.4915 -2.0746
H 3.5793 1.0296 -2.1490
H 3.4734 -0.3418 -4.2001
H 2.0066 0.0014 -3.5990
H 0.9298 0.0457 1.8393
H 0.3610 2.2564 1.1906
H 1.5000 1.6659 -0.0472
H 0.0679 2.4018 -1.6388
H -1.0668 1.0890 -1.1994
H -1.0037 4.1282 -0.5013
H -1.7913 3.0673 0.7433
H -2.4862 3.0378 -2.1820
H -3.1471 5.0103 -0.3291
H -3.8695 4.6554 -1.9335
H -5.3713 2.2318 -1.9524
H -7.7250 1.5764 -1.0002
H -8.5782 2.7493 1.0585
H -7.1909 4.5667 2.3127
H -4.2968 5.9785 0.9638
H -1.8821 1.0118 1.3288
H 0.0212 0.6362 3.6047
H -1.5747 -0.1615 3.9017
H -2.4073 1.8747 4.4565
H -2.2529 2.4933 2.7811
C 5.3179 -4.2856 -2.9498
C 6.0303 -5.1914 -3.6303
C 7.5258 -5.1623 -3.6385
O 8.1341 -6.0143 -4.2538
C 8.1949 -4.0918 -2.8988
C 7.4813 -3.1871 -2.2232
C 5.9879 -3.2341 -2.1942
O 5.3738 -2.3964 -1.5480
O 8.0759 -2.1909 -1.5365
O 5.4366 -6.1664 -4.3346
H 4.2365 -4.2967 -2.9339
H 9.2756 -4.0701 -2.9258
H 7.3494 -1.6775 -1.1373
H 6.1646 -6.6858 -4.7294


Listing total energy for the structures above in their given order: -54278.86671, -175531.08446, -97050.20819, -39172.08130, -78895.59762, -97678.08451 eV.